1.
This record from the OMol25 dataset describes a structure of composition C14H26GaN2O2Si at a distorted geometry. The level of theory is the ωB97M-V functional and the def2-TZVPD basis.

Last column: natural (NBO) charge in e.
Geometry (Å):
1 C 4.459 1.293 1.725  -1.1232
2 Si 4.228 0.118 0.234  1.8938
3 C 4.808 1.087 -1.288  -1.1437
4 C 5.421 -1.337 0.479  -1.1497
5 O 2.604 -0.298 0.229  -0.8843
6 C 2.240 -1.220 -0.818  -0.0703
7 C 0.694 -1.133 -0.978  -0.9245
8 Ga -0.307 -2.067 0.544  1.3147
9 C -1.334 -0.790 1.767  -0.9156
10 C -2.617 -0.148 1.074  -0.4128
11 C -2.728 1.383 1.383  -0.4049
12 C -2.701 2.210 0.055  -0.2014
13 N -3.808 1.755 -0.807  -0.3322
14 C -3.589 1.176 -2.033  -0.0713
15 C -4.892 0.864 -2.484  -0.3079
16 C -5.859 1.296 -1.513  -0.3153
17 C -5.116 1.869 -0.450  -0.0792
18 O -1.654 -3.209 -0.299  -0.7956
19 C -1.612 -4.372 0.255  0.5651
20 N -1.857 -5.367 0.817  -0.5748
21 H 5.338 1.923 1.481  0.2182
22 H 3.569 1.936 1.855  0.2419
23 H 4.695 0.694 2.623  0.2328
24 H 5.920 1.116 -1.238  0.2270
25 H 4.474 2.138 -1.156  0.2337
26 H 4.504 0.661 -2.258  0.2387
27 H 6.225 -0.990 1.167  0.2301
28 H 5.899 -1.554 -0.498  0.2290
29 H 4.976 -2.234 0.941  0.2516
30 H 2.745 -0.939 -1.772  0.1400
31 H 2.536 -2.260 -0.557  0.1725
32 H 0.377 -1.608 -1.934  0.2082
33 H 0.442 -0.050 -1.038  0.1998
34 H 0.672 -2.968 1.437  -0.3513
35 H -1.710 -1.395 2.619  0.2046
36 H -0.707 0.033 2.160  0.1949
37 H -2.540 -0.373 -0.006  0.1960
38 H -3.520 -0.673 1.441  0.2034
39 H -3.705 1.530 1.897  0.1912
40 H -1.962 1.736 2.099  0.2067
41 H -1.755 1.974 -0.463  0.2090
42 H -2.740 3.303 0.233  0.1905
43 H -2.616 0.992 -2.486  0.2264
44 H -5.129 0.357 -3.425  0.2114
45 H -6.948 1.211 -1.505  0.2142
46 H -5.422 2.328 0.490  0.2125

For the strongest force on any atom, the calculation gives 3.0 eV/Å. Its LUMO energy is 0.101 Eh. The net charge is -1. The HOMO energy is -5.11 eV.

=====

2.
This record from the OMol25 dataset describes a cluster of 2 separate species, C14H26N2O4PS in total at a distorted geometry. The level of theory is the ωB97M-V functional and the def2-TZVPD basis.

Last column: natural (NBO) charge in e.
Geometry (Å):
1 C -3.455 2.427 -1.963  -0.9848
2 P -1.784 1.704 -2.233  1.2291
3 O -0.781 2.588 -1.249  -0.9418
4 N -1.766 0.051 -1.543  -0.5845
5 C -2.393 -0.515 -0.426  -0.0720
6 C -1.969 -1.790 -0.388  0.1781
7 C -2.322 -2.827 0.661  -0.4400
8 C -1.004 -3.423 1.257  -0.3990
9 C -0.464 -2.690 2.493  -0.5137
10 S 0.097 -0.967 2.221  -0.0364
11 N -1.115 -1.992 -1.459  -0.4980
12 C -1.006 -0.854 -2.150  0.4740
13 C -0.124 -0.686 -3.382  -0.4628
14 C 0.043 -2.094 -4.026  -0.5279
15 C 0.666 -2.034 -5.433  0.7764
16 O 0.017 -2.177 -6.430  -0.5153
17 O 2.015 -1.818 -5.521  -0.6443
18 H -3.349 3.260 -1.256  0.2728
19 H -3.784 2.806 -2.938  0.2727
20 H -4.198 1.700 -1.613  0.2569
21 H 0.050 2.091 -1.210  0.4976
22 H -3.062 0.030 0.224  0.2624
23 H -2.917 -2.333 1.432  0.2489
24 H -2.848 -3.650 0.161  0.2406
25 H -0.222 -3.577 0.500  0.1952
26 H -1.264 -4.440 1.595  0.2352
27 H -1.155 -2.696 3.343  0.2353
28 H 0.423 -3.249 2.821  0.2340
29 H 0.105 -0.709 0.895  0.0973
30 H -0.657 -2.871 -1.651  0.4509
31 H 0.853 -0.284 -3.077  0.2405
32 H -0.624 -0.007 -4.077  0.2822
33 H -0.962 -2.515 -4.151  0.2511
34 H 0.651 -2.759 -3.392  0.2168
35 H 2.287 -1.475 -4.657  0.4708
36 C 2.594 3.177 4.606  -0.4317
37 C 2.495 3.888 3.265  -0.4303
38 C 3.341 2.991 2.374  -0.0655
39 O 3.221 1.663 2.894  -0.5427
40 C 2.599 1.716 4.185  -0.0668
41 H 1.784 3.418 5.293  0.2213
42 H 3.539 3.429 5.093  0.2078
43 H 1.458 3.888 2.920  0.1952
44 H 2.846 4.919 3.286  0.2243
45 H 4.397 3.276 2.411  0.1720
46 H 3.016 3.005 1.331  0.1691
47 H 1.579 1.328 4.085  0.1602
48 H 3.146 1.079 4.881  0.1888

For the strongest force on any atom, the calculation gives 2.0 eV/Å. Its LUMO energy is -0.114 Eh. The relative energy (zero: lowest compared OMol25 entry of this formula, charge and spin) comes out at 0.00 kcal/mol. The net charge is +1. The HOMO energy is -11.33 eV.